Record 1
C24H67CsN7O14S | ωB97M-V/def2-TZVPD

Geometry (Å):
Cs -21.2534 2.2413 22.9595
S -20.4463 5.5909 25.0998
O -20.5493 5.4934 23.6846
O -19.1494 5.0236 25.4304
O -20.5899 7.0241 25.4479
O -21.5212 4.8781 25.6997
C -18.0318 -0.3775 22.1304
C -16.7298 -0.7497 22.9457
C -17.2196 -1.6702 24.1363
C -15.9775 -2.2670 24.8380
C -15.0687 -2.9658 23.8550
C -14.6942 -2.2024 22.5606
N -15.8933 -1.5028 22.0141
O -15.6174 -0.7888 20.7731
C -13.6694 -1.1967 22.9672
C -14.1925 -3.2025 21.4828
C -16.2060 0.6593 23.5714
H -18.8452 -0.0416 22.7735
H -18.3228 -1.2419 21.5336
H -17.8512 0.4909 21.4969
H -17.8131 -1.2552 24.9509
H -17.8219 -2.5070 23.7825
H -16.3136 -2.9888 25.5825
H -15.4948 -1.3465 25.1664
H -15.5865 -3.9120 23.6982
H -14.1516 -3.2727 24.3579
H -13.8446 -0.7726 23.9559
H -12.6375 -1.5267 23.0873
H -13.7064 -0.2360 22.4537
H -15.0570 -3.8319 21.2716
H -13.8864 -2.7093 20.5602
H -13.3743 -3.8149 21.8617
H -15.8063 1.2336 22.7357
H -15.3329 0.6361 24.2236
H -16.9702 1.1230 24.1951
H -15.5035 0.0479 21.2298
C -17.1839 4.2077 22.7647
O -16.2072 4.0460 22.0523
N -18.2414 4.7576 22.3703
N -17.2045 4.0694 24.0365
H -18.6153 4.7312 21.4324
H -18.7751 5.2657 23.0610
H -17.9552 4.4884 24.5665
H -16.5322 3.4276 24.4318
C -18.0962 1.8477 27.2823
O -17.8461 1.0359 28.1075
N -17.8875 3.0856 27.3871
N -19.0735 1.6264 26.4136
H -17.3822 3.5379 28.1355
H -18.2606 3.8205 26.8031
H -19.6707 0.8119 26.4129
H -19.2735 2.4869 25.9242
C -25.3150 2.2336 23.4777
O -24.4768 1.4351 23.2742
N -26.3818 2.4157 22.7654
N -25.3344 2.9680 24.5211
H -27.0530 3.1673 22.8339
H -26.5384 1.7732 22.0020
H -26.0452 3.6426 24.7655
H -24.5670 2.7374 25.1360
C -22.4919 -1.7492 22.8334
C -21.3159 -2.0208 23.7552
O -20.8777 -0.8424 24.4123
H -22.4029 -0.7635 22.3767
H -23.4240 -1.7708 23.3980
H -22.6230 -2.5081 22.0620
H -20.4176 -2.3902 23.2605
H -21.6382 -2.8387 24.3997
H -20.3747 -1.0854 25.1931
C -23.7264 7.6524 21.1612
C -23.0050 6.3983 21.7585
O -21.6198 6.4108 21.3392
H -24.1673 7.2207 20.2626
H -22.9966 8.4584 21.0840
H -24.5998 7.9864 21.7212
H -23.4961 5.4382 21.6005
H -23.1361 6.5531 22.8294
H -21.0583 6.0252 22.0157
C -23.5243 0.5562 26.5261
C -22.7403 1.8804 26.9399
O -22.8400 2.6736 25.8470
H -23.2748 0.2327 25.5155
H -24.5919 0.7744 26.5514
H -23.2725 -0.3494 27.0779
H -21.6850 1.6334 27.0557
H -23.1414 2.3258 27.8502
H -22.2107 3.3970 25.8945
C -25.7324 7.5477 25.2469
C -24.3809 7.0015 25.6011
O -24.3106 5.6158 25.8640
H -26.3108 6.7985 24.7063
H -25.5463 8.3840 24.5731
H -26.3385 8.0178 26.0213
H -23.9863 7.3683 26.5487
H -23.5898 7.2388 24.8898
H -23.4099 5.3202 26.0156
C -23.3149 3.6014 18.8491
C -23.5209 2.3790 19.7455
O -22.2599 1.7898 19.8691
H -23.0417 3.2144 17.8674
H -22.5182 4.1783 19.3188
H -24.2150 4.1781 18.6358
H -24.1780 1.5597 19.4536
H -23.8259 2.5492 20.7781
H -22.2250 1.0834 19.2200
C -20.0363 -0.5537 18.9512
C -21.4046 -1.1784 18.5586
O -22.4990 -0.3434 18.3382
H -19.3168 -1.3466 19.1550
H -20.0836 0.1428 19.7884
H -19.6284 -0.0301 18.0866
H -21.7473 -1.7845 19.3972
H -21.2028 -1.7683 17.6645
H -23.0868 -0.8536 17.7762

HOMO energy: -5.27 eV
gap between HOMO and LUMO: 6.6 eV
lowest unoccupied orbital energy: 1.35 eV
net charge: -1
total energy: -2809.62637 hartree

---

Record 2
C5H15N3O | ωB97M-V/def2-TZVPD

Geometry (Å):
C -1.4291 -0.5303 0.6392
C -0.5274 2.1640 -0.7219
C -1.9201 -1.8747 0.2006
N -0.2088 0.7537 -0.5451
H -0.2822 0.2326 -1.4153
H -2.1577 0.2482 0.4167
H -1.1521 -0.4533 1.6797
H -1.5041 2.2478 -1.2004
H 0.2386 2.6531 -1.3321
H -0.5913 2.6704 0.2424
H -3.0141 -1.9381 0.2741
H -1.6648 -2.0641 -0.8485
H -1.4550 -2.6627 0.7946
C 1.0720 0.3397 0.1267
N 2.1597 0.7404 -0.7831
N 1.3053 1.0160 1.3697
C 0.8450 -1.1326 0.3547
O 0.9109 -1.7642 -0.9437
H 0.4826 -2.6241 -0.8862
H 3.0398 0.6891 -0.2814
H 2.2156 0.0781 -1.5526
H 1.3817 2.0203 1.2772
H 0.6636 0.7499 2.1029
H 1.5919 -1.5592 1.0321

HOMO energy: -6.43 eV
gap between HOMO and LUMO: 7.3 eV
lowest unoccupied orbital energy: 0.91 eV
net charge: 0
relative energy (zero: lowest compared OMol25 entry of this formula, charge and spin): 490.9 kJ/mol
total energy: -438.84798 hartree